C72H152N8O8 | wB97M-V/def2-TZVPD

Geometry (Å):
C: -5.28020 -3.59522 -2.23960
C: -5.29254 -4.55728 -1.05138
C: -6.75738 -4.80601 -0.85428
C: -4.69237 -5.91554 -1.47006
C: -4.58200 -6.82542 -0.24978
C: -3.73808 -6.10986 0.81541
C: -4.31384 -4.72906 1.31291
C: -5.52662 -4.92214 2.24568
C: -3.14210 -4.02649 2.00359
N: -4.57880 -3.96550 0.04466
O: -5.05858 -2.68899 0.37542
H: -4.37166 -3.00806 -2.36935
H: -5.39789 -4.01079 -3.24909
H: -6.05136 -2.76131 -2.17102
H: -6.87601 -5.58345 -0.08678
H: -7.30322 -3.88090 -0.58919
H: -7.25376 -5.18164 -1.71207
H: -5.19335 -6.30217 -2.37530
H: -3.65133 -5.63592 -1.88333
H: -5.48303 -7.19228 0.22443
H: -4.15321 -7.70116 -0.68553
H: -2.78544 -5.95414 0.34098
H: -3.54011 -6.73811 1.70590
H: -5.85783 -3.95227 2.62677
H: -5.24412 -5.53119 3.07509
H: -6.29925 -5.43603 1.66900
H: -2.70532 -4.47847 2.91030
H: -3.47715 -3.00443 2.13287
H: -2.29141 -3.94367 1.30224
H: -6.02547 -2.75664 0.64782
C: 3.13375 3.03180 3.99085
C: 3.81687 2.27323 5.06494
C: 5.34665 2.65490 5.00698
C: 3.30288 2.62651 6.47595
C: 1.89071 2.14347 6.83578
C: 1.84963 0.64118 6.57858
C: 2.32838 0.23222 5.17893
C: 2.46191 -1.28913 5.11147
C: 1.29037 0.63035 4.06141
N: 3.68735 0.75741 4.97697
O: 4.12318 0.40240 3.66217
H: 3.48882 4.04867 3.83908
H: 3.36559 2.61998 3.03230
H: 2.02280 3.15249 4.09179
H: 5.98986 2.10011 5.68140
H: 5.73461 2.70697 4.01240
H: 5.44157 3.67417 5.43806
H: 3.94693 2.13929 7.24138
H: 3.38067 3.72571 6.61514
H: 1.65799 2.47419 7.84431
H: 1.15462 2.55525 6.09304
H: 0.86351 0.23986 6.60441
H: 2.46025 0.07323 7.31003
H: 2.98423 -1.35774 4.13957
H: 1.50432 -1.75442 5.06922
H: 3.01633 -1.69320 5.95411
H: 0.85991 1.64877 4.27577
H: 0.49181 -0.11525 4.30318
H: 1.80992 0.50227 3.07221
H: 5.06571 0.20040 3.79334
C: 3.04247 -1.64327 -6.03483
C: 4.05836 -2.63783 -5.59174
C: 4.02901 -2.80202 -4.02567
C: 3.77734 -4.04640 -6.18932
C: 4.97276 -4.96180 -5.96417
C: 6.08005 -4.33873 -6.81101
C: 6.43086 -2.96144 -6.28398
C: 7.20962 -3.05270 -4.92063
C: 7.49318 -2.23176 -7.21489
N: 5.27295 -2.11723 -6.19294
O: 5.63439 -0.84010 -5.49316
H: 3.11752 -0.68380 -5.59429
H: 3.01069 -1.45380 -7.12997
H: 2.01571 -1.98354 -5.68186
H: 4.63802 -2.03212 -3.59603
H: 3.03295 -2.90631 -3.71246
H: 4.47500 -3.72668 -3.78248
H: 2.87790 -4.51069 -5.73268
H: 3.62286 -3.92233 -7.27615
H: 5.29480 -4.98950 -4.91953
H: 4.73766 -6.00139 -6.30776
H: 5.62481 -4.13332 -7.74340
H: 6.95090 -4.93853 -7.07439
H: 7.30393 -2.02152 -4.65900
H: 8.14230 -3.46055 -5.12073
H: 6.74529 -3.59680 -4.13732
H: 7.86264 -1.27799 -6.83827
H: 7.17912 -2.12635 -8.25035
H: 8.33911 -2.87817 -7.32875
H: 5.67333 -0.19617 -6.19558
C: 5.85600 3.59632 -0.16702
C: 5.57925 3.57149 -1.67881
C: 6.13094 4.89813 -2.17318
C: 6.51521 2.52174 -2.29832
C: 6.07571 1.08236 -2.13180
C: 4.60593 1.02067 -2.55288
C: 3.67055 1.96942 -1.88220
C: 2.28029 1.88124 -2.75569
C: 3.28046 1.61485 -0.45134
N: 4.14289 3.27725 -2.05069
O: 3.40746 4.27137 -1.38269
H: 6.87163 3.78729 0.05353
H: 5.22767 4.27762 0.45435
H: 5.74924 2.54592 0.23110
H: 5.66676 5.75887 -1.66504
H: 7.19798 4.80561 -1.93693
H: 5.96703 4.88895 -3.28854
H: 6.53361 2.75334 -3.34310
H: 7.43987 2.63992 -1.77187
H: 6.69627 0.38139 -2.75132
H: 6.06680 0.73413 -1.08587
H: 4.09087 0.03109 -2.58217
H: 4.59340 1.35048 -3.58201
H: 1.89014 0.88804 -2.85121
H: 2.62162 2.15267 -3.78721
H: 1.50773 2.53529 -2.34925
H: 2.65998 0.71740 -0.53856
H: 2.70881 2.40239 -0.02981
H: 4.08761 1.41320 0.25265
H: 3.25710 4.92190 -2.09637
C: -3.89971 6.13739 1.35615
C: -2.52560 5.38630 1.50528
C: -1.83051 5.82688 2.83674
C: -2.83204 3.89356 1.49126
C: -1.59190 3.09824 1.38428
C: -0.68823 3.44906 0.21123
C: -0.47195 4.96330 0.15367
C: 0.63575 5.39660 1.04814
C: -0.08543 5.27511 -1.29484
N: -1.76858 5.70670 0.26137
O: -1.39332 7.12107 0.49444
H: -4.42836 5.75043 0.46767
H: -4.46928 5.99501 2.27034
H: -3.71070 7.24996 1.20044
H: -0.81839 5.46263 3.06288
H: -1.71342 6.94291 2.86069
H: -2.38901 5.58842 3.74977
H: -3.23615 3.66524 2.43265
H: -3.51409 3.59890 0.64469
H: -1.05886 3.09500 2.31913
H: -1.74257 2.07035 1.30772
H: -1.19391 3.13075 -0.71429
H: 0.30247 2.96544 0.21787
H: 1.50234 5.35277 0.38257
H: 0.72317 4.72381 1.92986
H: 0.53116 6.43130 1.38998
H: 0.84274 4.77730 -1.51340
H: 0.12415 6.30285 -1.47446
H: -0.84614 5.01774 -2.01375
H: -2.01063 7.63172 -0.09702
C: -4.59179 1.94110 5.56122
C: -3.31726 1.89039 6.42537
C: -2.59513 3.27135 6.41811
C: -3.56049 1.47452 7.86868
C: -4.08752 0.06355 8.06565
C: -3.13144 -0.91636 7.45901
C: -2.68029 -0.54802 6.03140
C: -1.36028 -1.34885 5.78231
C: -3.65631 -0.90748 4.93854
N: -2.35823 0.89634 5.96023
O: -1.96467 1.14897 4.55435
H: -5.25173 1.10410 5.58579
H: -5.22463 2.73706 5.87053
H: -4.42288 2.00697 4.48175
H: -1.61374 3.16176 6.88544
H: -2.49370 3.62891 5.40622
H: -2.96484 4.14199 6.95198
H: -2.57446 1.67329 8.35048
H: -4.24106 2.18409 8.30125
H: -4.17844 -0.03065 9.15080
H: -5.05883 0.00493 7.63983
H: -3.51477 -1.94253 7.44158
H: -2.24689 -0.93174 8.09766
H: -0.54941 -1.17249 6.51670
H: -1.10663 -1.28054 4.73352
H: -1.62651 -2.37930 5.90078
H: -3.35375 -0.57130 3.95781
H: -4.58720 -0.47076 5.11426
H: -3.74882 -1.97796 4.77788
H: -0.98943 1.31217 4.62346
C: -5.78917 -0.09002 -6.14154
C: -4.82485 -0.00715 -4.95699
C: -5.52538 -0.38124 -3.57957
C: -3.79378 -1.06918 -5.26610
C: -2.60006 -0.97740 -4.32534
C: -1.96363 0.38204 -4.62572
C: -2.84945 1.54825 -4.35871
C: -2.94800 1.66969 -2.87113
C: -2.21280 2.75527 -4.90148
N: -4.17825 1.28358 -5.05487
O: -5.00031 2.37282 -4.77896
H: -5.19249 -0.39936 -6.99569
H: -6.65378 -0.73115 -5.80424
H: -6.15634 0.94442 -6.30666
H: -4.87046 -0.71853 -2.78426
H: -6.15773 0.41999 -3.14704
H: -6.18660 -1.23976 -3.74682
H: -4.19160 -2.09917 -5.27285
H: -3.31882 -0.93723 -6.27799
H: -2.78987 -1.06941 -3.23783
H: -1.84302 -1.75519 -4.52170
H: -1.73560 0.39475 -5.70956
H: -1.02351 0.41376 -4.05116
H: -2.91193 0.65444 -2.46121
H: -3.90881 2.12185 -2.52505
H: -2.03711 2.12035 -2.50325
H: -2.10658 2.75096 -5.94498
H: -1.16884 2.81538 -4.56249
H: -2.75380 3.61603 -4.59491
H: -5.35503 2.26309 -3.86890
C: 0.67328 -3.15646 -2.23784
C: 0.34007 -3.66238 -0.79494
C: -0.21396 -5.08058 -0.96252
C: 1.64498 -3.61245 0.05550
C: 2.13953 -2.18531 0.26218
C: 1.04439 -1.43496 1.00343
C: -0.30500 -1.40040 0.17149
C: -1.38954 -0.74131 1.13356
C: -0.24157 -0.62586 -1.15266
N: -0.73012 -2.82404 -0.08861
O: -1.90339 -2.69165 -0.89499
H: 1.31634 -2.26672 -2.05424
H: 1.21433 -3.91003 -2.82767
H: -0.20411 -2.81952 -2.79991
H: -0.97432 -5.15145 -1.74038
H: 0.62578 -5.78092 -1.15699
H: -0.71435 -5.43401 -0.09129
H: 1.60990 -4.18802 0.95065
H: 2.41841 -4.03158 -0.67839
H: 3.06073 -2.26347 0.83837
H: 2.42368 -1.69275 -0.71243
H: 1.41022 -0.42368 1.22895
H: 0.83301 -2.04805 1.92099
H: -2.35612 -0.82862 0.70277
H: -1.04670 0.33207 1.15348
H: -1.43971 -1.16092 2.17395
H: 0.77386 -0.57903 -1.55445
H: -0.41443 0.48156 -0.99062
H: -0.92241 -0.94983 -1.91483
H: -2.58909 -3.16031 -0.29467

Cartesian forces, eV/Å:
C -0.0128 2.2713 -0.9258
C -1.0418 -0.2342 -2.6162
C -0.9630 0.0093 2.2618
C 1.5011 1.7394 -0.2197
C 0.2577 0.3134 -0.1943
C -0.5075 -0.3758 0.2840
C 0.9690 -1.6796 -0.9418
C 0.3296 0.5226 -1.3478
C 0.3194 0.5146 -0.7506
N 0.9982 -0.0851 1.6454
O -1.7008 0.3929 0.1750
H 0.5284 -0.2005 0.4852
H -0.3424 -0.6287 0.4642
H 0.6471 -1.2622 0.2104
H -0.4613 0.4129 -0.1381
H 0.1412 -0.4392 0.2036
H -0.1484 -0.2796 -1.1358
H -0.2424 -0.0170 0.7567
H -1.0752 -0.7515 0.8891
H -0.7448 0.2712 -0.3517
H 0.9057 -0.9403 0.4461
H 0.5851 0.4420 0.0071
H -0.2496 0.1867 -0.4002
H -0.2085 -0.1508 -0.0619
H 0.2293 -0.4313 0.6351
H -0.1622 0.2220 0.5274
H -0.7630 0.0739 -0.1828
H 0.1897 0.3215 0.7191
H -0.2760 -0.2081 0.3206
H 1.4671 -0.0780 -0.3952
C -1.7086 1.2816 -0.8723
C 1.2068 -1.0102 1.6532
C -1.1065 0.8961 1.3320
C 0.1868 0.3776 0.7814
C -0.0351 -0.0060 -2.1210
C 0.9262 -0.2456 0.2645
C -0.1076 0.3323 -0.1195
C 0.7898 0.9635 -0.8453
C 0.1528 -0.3531 1.3861
N 0.4251 1.6061 0.0381
O 0.5139 -0.1325 -0.1671
H 0.3337 0.2697 0.6729
H -0.1701 -0.7495 -0.7101
H 1.0736 -0.3064 -0.0427
H -0.0826 -0.7307 -0.1381
H 0.2460 -0.2411 -0.6830
H -0.2560 -0.2739 -0.4766
H 0.0594 0.3887 -0.5518
H 0.0219 -0.5452 -0.0743
H -0.2998 -0.2275 0.0220
H 0.4137 0.2018 0.9642
H -0.9687 -0.1120 0.4798
H -0.2180 0.3743 -0.2227
H -0.1725 -1.0664 0.5800
H -0.7306 -0.4304 -0.0889
H 0.3194 0.0083 -0.1280
H 0.6124 -0.9589 -0.7475
H 0.4166 0.6571 -1.1345
H -1.0941 0.3309 0.8969
H -0.5196 -0.0266 -0.0548
C -3.2505 -0.5508 -0.3722
C -0.3465 -0.5081 0.7358
C 1.2739 0.3610 -2.1616
C -0.2062 0.1646 0.2347
C 0.3928 -0.7011 -0.8459
C -0.3124 0.3210 0.0286
C 3.1677 0.7658 1.0256
C -1.6305 0.8793 -1.2763
C -0.8501 -0.8444 -0.1120
N 0.3441 1.1751 -0.0007
O -0.3364 -1.8812 -0.1061
H 0.5894 0.9615 0.7109
H 0.1141 -0.5489 0.5914
H 0.9228 0.2228 -0.6581
H -0.2323 0.6339 0.6106
H -1.3556 0.5840 0.6261
H 0.6889 -1.0157 0.4210
H 0.2742 0.6644 -0.2296
H -0.1712 -0.2294 0.3928
H -0.2572 -0.2732 -0.1467
H 0.2323 0.7890 0.3512
H -0.4909 -0.0003 -1.4530
H 0.1860 -0.0182 0.6673
H 0.3771 0.5169 0.7191
H 1.8578 -0.8012 -0.2158
H -0.6249 -0.4910 0.6423
H -0.3010 -0.0644 0.1607
H -0.6311 0.3078 -0.0350
H 0.7376 -0.4861 0.3045
H -0.1257 0.1398 -0.5391
C -1.7882 -1.9208 1.2193
C 0.1007 -0.7274 1.0163
C -0.9207 -0.3377 -1.2935
C -1.0354 -0.5375 0.8104
C -1.0797 -1.0494 0.2864
C 0.0754 -0.9177 -1.1713
C -3.2914 -0.8332 0.2524
C 2.2750 0.8265 -0.2061
C 0.3072 -1.2394 -0.2169
N 3.4434 2.5906 -0.7835
O -1.0492 0.5535 -0.3280
H 1.2368 0.6757 -0.0807
H 0.2965 -0.4961 -0.7261
H -0.2178 1.0604 -0.1342
H 0.2855 -0.2389 -0.3719
H -0.2092 0.6357 -0.2851
H 0.3192 0.6234 0.9706
H 0.6125 0.0411 -0.7832
H 0.9561 0.2804 -0.3314
H -0.5411 0.6004 0.6050
H 0.6629 0.1915 -0.1649
H 0.8055 0.3955 0.3340
H 0.0018 -0.0579 -0.6916
H -0.1117 -0.7592 0.3582
H -0.6851 0.2338 0.7660
H 0.1274 0.1161 -0.1732
H -0.0134 0.0323 0.3885
H -0.7295 0.7595 0.3797
H 0.1561 -0.1202 -0.2099
H -0.1157 -0.4219 0.5899
C 1.2937 0.8623 -0.2864
C -1.0644 0.5434 -0.1512
C 0.2899 1.2182 0.3161
C 0.0397 0.2894 -1.6651
C 1.9747 -0.3637 -0.0899
C -0.7498 0.6916 0.0059
C -0.9688 0.5121 -2.4267
C 0.7602 0.1236 0.8750
C 0.5106 -0.2017 -0.0232
N 0.0840 0.5513 2.1580
O -0.8756 0.1508 -1.6787
H 0.1345 0.1216 0.4903
H -0.2842 0.0302 -0.0371
H -0.3756 -1.3913 0.3752
H -0.4069 -0.2433 -0.5611
H -0.2319 -0.9496 -0.1900
H -0.4292 -0.1990 -0.4206
H -1.2126 -0.4331 1.1580
H 0.3559 0.5465 0.8471
H 0.5859 0.6460 0.6285
H -1.0638 -1.7746 -0.2488
H 0.1083 0.0922 0.1832
H -0.3558 0.0486 0.2117
H 0.4519 -0.1592 0.7490
H 0.3201 0.4379 -0.5886
H 0.0209 -0.2831 -0.0810
H 0.3763 -0.5848 -0.3385
H 0.0946 1.1443 0.2453
H -0.3637 -0.4546 -0.0930
H 0.9827 -0.9651 0.7276
C 0.1427 0.1143 -0.4406
C -0.3335 0.2224 -0.5464
C 0.4698 -0.3080 -0.0275
C 0.6329 0.7004 -0.0107
C 0.7499 0.9920 0.6244
C 0.2776 -0.2752 -0.2068
C 1.3051 0.0061 0.0035
C -0.9126 0.2191 0.3449
C 0.5912 -1.1995 -0.6187
N 1.6725 -0.1448 -0.9722
O 0.6402 0.3884 1.2681
H -0.2136 -0.8601 0.7150
H -0.3632 1.1347 0.1922
H 0.5381 0.4736 0.1917
H 0.2143 -0.3251 -0.3769
H 0.3388 -0.0879 -0.5040
H -1.1413 -0.3601 0.3599
H -0.6183 -0.5882 0.0662
H -0.4755 0.4261 0.2901
H -0.1347 -0.5466 -0.0803
H -1.0199 -0.1683 -0.3832
H -0.0541 0.1195 -0.0252
H 0.1864 -0.0340 -0.0625
H -0.4533 0.3321 -0.6826
H 0.5759 0.3451 -0.1086
H -0.2096 -0.8727 0.2147
H 0.4354 0.4695 -0.1223
H -1.5619 0.1665 0.2926
H -0.1949 -0.3407 0.4863
H -1.3356 -0.1934 -0.0025
C -1.4282 1.0118 1.2613
C -0.5390 -0.9046 0.4474
C -0.3900 0.3994 -0.5577
C 1.7618 -1.1541 0.1905
C 0.6975 0.1140 0.1459
C 1.0231 -1.6024 -0.7318
C -1.1622 -1.3749 -0.0424
C -1.1289 -0.9068 1.1110
C 1.0946 0.7831 0.2810
N 2.2727 0.7865 0.3907
O -1.0979 0.0076 0.4477
H -0.6409 -0.2560 -0.2136
H 0.8671 0.3518 -1.1280
H -0.1116 -0.7360 -0.1552
H 0.4782 0.2435 -0.0458
H 0.2557 -0.2202 -0.4020
H 0.0050 0.2664 -0.1754
H -0.3942 0.5124 0.1101
H -0.8356 0.1175 0.6771
H -0.3521 -0.1109 -0.5846
H -0.3328 0.1152 -0.1515
H 0.2779 -0.0478 0.4140
H -0.1683 0.5615 -0.2493
H -0.3104 0.2458 0.2828
H 1.0638 0.1463 0.0135
H -0.1373 0.6741 0.3217
H -0.3219 -0.1113 -1.6828
H -0.2924 0.0760 0.3948
H -0.3047 1.0027 0.1786
H 0.2236 0.0668 -0.4928
C 0.5662 0.9073 0.8796
C -1.1571 0.2957 -0.5184
C 0.7287 -0.1906 -0.0870
C 0.8497 0.1986 -3.5734
C -0.1891 -0.0510 -0.1880
C -0.4224 -0.4179 -0.6490
C -0.4634 -0.4712 1.4658
C 2.1524 0.3640 -0.1080
C 1.0344 2.5419 0.8582
N 1.4932 0.5266 -0.0991
O -1.1658 -1.8080 1.4412
H -0.3223 -0.8960 -0.9814
H -0.1443 0.1051 0.3240
H 0.0501 -0.2862 0.2300
H 0.2633 0.1696 -0.3075
H -0.5152 0.3564 -0.1559
H -0.1997 -0.1748 1.0844
H -0.1502 -0.4043 0.7409
H -0.8669 -0.2108 1.2299
H 0.0667 0.3330 0.1784
H -0.2870 -0.4705 1.0084
H -0.5523 -0.1848 0.1898
H 0.0922 0.9539 -0.4688
H -0.9171 0.1626 -0.4765
H -0.6976 -1.0424 0.3679
H 0.4004 0.2505 -0.9570
H -0.1553 -0.3278 -0.0411
H -0.2447 -1.0366 0.0818
H -0.2973 -0.2785 -0.1111
H 0.9206 0.9803 -1.7405

Computed properties:
**E_HOMO**: -8.4 eV
**SMILES**: CC1(C)CCCC(C)(C)N1O.CC1(C)CCCC(C)(C)N1O.CC1(C)CCCC(C)(C)N1O.CC1(C)CCCC(C)(C)N1O.CC1(C)CCCC(C)(C)N1O.CC1(C)CCCC(C)(C)N1O.CC1(C)CCCC(C)(C)N1O.CC1(C)CCCC(C)(C)N1O
**Net charge**: 0
**LUMO level**: 0.018 Ha
**Energy relative to the best compared isomer or geometry (same formula, charge and spin)**: 4.972 eV